ORCA calculation (wB97M-V/def2-TZVPD) on one molecule with the formula C9H9BrIN3 in a non-equilibrium geometry.

As for the frontier orbital gap: 0.3450 Ha. The HOMO energy is -9.1200 eV. Its relative energy (zero: lowest compared OMol25 entry of this formula, charge and spin) is 0.00 kJ/mol. The calculation puts the LUMO energy at 0.0099 hartree.

Geometry as XYZ:
```
23
Properties=species:S:1:pos:R:3:forces:R:3:nbo_charge:R:1
C 0.82259 0.79551 1.84446 0.05 0.07 -0.03 -0.61
C 0.42757 0.99093 0.37887 0.20 0.05 0.26 -0.01
C -0.31854 -0.24692 -0.09860 -0.05 -0.02 -0.08 0.03
C 0.48883 -1.35558 -0.37041 -0.11 -0.06 -0.01 -0.24
C -0.02815 -2.55231 -0.82153 0.04 0.01 0.01 -0.19
C -1.39281 -2.67605 -1.01517 0.01 0.02 0.03 -0.20
C -2.21548 -1.60897 -0.71702 -0.17 -0.04 -0.02 -0.24
C -1.68965 -0.41055 -0.25079 -0.21 0.37 0.10 -0.15
I -3.15339 1.05055 0.24292 0.10 -0.38 -0.06 0.14
N -0.28063 2.26311 0.23127 -0.27 -0.97 0.33 -0.44
N 0.38864 3.12949 -0.50689 -0.46 1.16 0.07 0.07
N 1.40129 2.66103 -1.02554 0.99 0.29 -0.74 -0.25
C 1.59934 1.29876 -0.61463 -0.01 -0.53 0.25 -0.11
Br 3.42308 1.09728 0.11244 -0.30 0.03 -0.17 0.00
H 1.38130 1.65737 2.20630 0.03 0.01 -0.01 0.23
H 1.43766 -0.09263 1.96380 0.00 -0.05 0.02 0.23
H -0.07646 0.67806 2.44833 -0.10 -0.03 0.02 0.22
H 1.55497 -1.27638 -0.21664 0.15 0.06 -0.01 0.22
H 0.63375 -3.38027 -1.02208 0.06 -0.08 -0.03 0.22
H -1.81833 -3.59723 -1.38122 -0.05 -0.09 -0.03 0.22
H -3.28297 -1.70607 -0.84171 -0.08 0.01 0.00 0.23
H -0.88807 2.63171 0.94547 0.12 0.11 -0.12 0.41
H 1.58549 0.64915 -1.49163 0.05 0.08 0.23 0.24
```
Positions in Å, forces in eV/Å.



ORCA calculation (wB97M-V/def2-TZVPD) on one molecule with the formula C2H3NOS2 in a non-equilibrium geometry.

As for the frontier orbital gap (alpha / beta): 0.2753 / 0.2610 Ha. The HOMO energy (alpha / beta) is -9.3016 / -9.2304 eV. Its relative energy (zero: lowest compared OMol25 entry of this formula, charge and spin) is 265.83 kJ/mol. The calculation puts the LUMO energy (alpha / beta) at -0.0666 / -0.0783 hartree.

Geometry as XYZ:
```
9
Properties=species:S:1:pos:R:3:forces:R:3:nbo_charge:R:1
C -0.46516 0.53656 -0.10902 -0.36 0.02 -1.04 0.67
C -0.15412 -0.77994 -0.83724 0.38 1.41 0.10 -0.72
N 0.20287 0.74077 1.10529 -0.78 0.40 0.48 -0.76
O -1.11231 1.43425 -0.55212 -0.89 0.51 -0.27 -0.52
S 0.97505 -0.38781 -2.16901 -0.46 -0.23 -0.16 0.16
S 1.03683 -0.34244 1.91153 1.65 -1.80 1.34 0.22
H 0.54711 -1.12360 -0.12701 1.01 -1.59 0.74 0.26
H -0.92733 -1.53700 -0.96963 -0.15 0.52 -0.23 0.26
H -0.10293 1.45921 1.74720 -0.41 0.76 -0.95 0.43
```
Positions in Å, forces in eV/Å.



ORCA calculation (wB97M-V/def2-TZVPD) on C6H13NO as an isolated structure in a non-equilibrium geometry.

As for the frontier orbital gap: 0.2226 Ha. The HOMO energy is -7.4505 eV. Its relative energy (zero: lowest compared OMol25 entry of this formula, charge and spin) is 634.98 kJ/mol. The calculation puts the LUMO energy at -0.0512 hartree.

Geometry as XYZ:
```
21
Properties=species:S:1:pos:R:3:forces:R:3:nbo_charge:R:1
C -2.61911 0.34311 0.31653 -1.52 -2.65 0.40 -0.51
C -2.90120 -0.48538 -0.91667 -0.80 -2.26 -2.40 -0.59
C -1.15437 0.38747 0.58420 3.01 0.33 0.83 0.60
N -0.52051 1.59711 0.68265 0.44 -2.17 0.24 -0.94
C 2.34432 1.05901 -0.53977 2.31 -4.10 -1.30 -0.30
C 2.40666 -0.45954 -0.44776 1.53 2.95 0.65 -0.07
C 2.57209 -1.20652 0.88404 -0.68 0.16 -0.52 -0.67
O -0.50272 -0.81115 0.66342 -1.49 4.36 -0.74 -0.83
H -3.11927 1.27030 0.09868 0.21 0.73 0.61 0.21
H -3.17465 -0.26634 1.10300 0.77 1.25 -0.33 0.22
H -2.79616 -1.61072 -0.92055 0.62 1.06 1.02 0.21
H -2.24360 -0.21977 -1.77613 -0.69 0.28 0.36 0.19
H -3.99087 -0.50534 -1.22330 1.02 0.96 0.16 0.20
H -0.96321 2.53401 0.85338 -0.38 -1.94 -0.72 0.36
H 1.39639 0.27902 -0.34208 -2.62 0.88 0.80 0.37
H 2.30340 1.63963 -1.48798 -0.63 -1.16 0.59 0.26
H 2.86748 1.58909 0.22175 -0.94 0.24 1.28 0.25
H 2.33002 -1.01196 -1.35830 -0.62 -0.17 -0.50 0.24
H 2.66427 -0.40985 1.63466 0.00 -0.63 0.16 0.23
H 1.62925 -1.83187 1.09215 1.25 1.11 -0.40 0.31
H 3.47178 -1.88031 0.87808 -0.78 0.76 -0.21 0.25
```
Positions in Å, forces in eV/Å.



ORCA calculation (wB97M-V/def2-TZVPD) on C8H8I2O5PS as an isolated structure in a non-equilibrium geometry.

As for the frontier orbital gap: 0.2268 Ha. The HOMO energy is -3.4027 eV. The net charge is -1. The calculation puts the LUMO energy at 0.1018 hartree.

Geometry as XYZ:
```
25
Properties=species:S:1:pos:R:3:forces:R:3:nbo_charge:R:1
O -0.82187 1.18729 -1.99730 -0.74 -0.02 -1.20 -0.52
C -0.19193 1.30329 -0.99025 0.31 -0.06 0.82 0.51
C -0.72437 2.21293 0.11233 0.21 0.08 0.71 -0.17
O -2.07701 2.05758 0.41837 -1.24 0.46 -0.03 -0.75
S -2.51926 0.31129 0.58627 0.99 1.42 -0.03 1.62
O -3.38180 0.18095 -0.53842 -0.82 0.44 -0.42 -0.91
O -3.62490 0.11675 1.95785 0.78 -1.44 -0.01 -1.01
P -3.62857 -1.44056 2.55714 0.26 0.72 1.72 1.18
O -1.94455 -1.87938 2.67934 -2.36 -0.09 4.93 -1.11
I -4.79350 -2.98681 0.92426 -1.18 -0.11 0.27 -0.25
C 1.12459 0.60149 -0.86040 -0.35 0.42 0.06 -0.07
C 1.80435 0.46204 0.33046 -0.08 0.10 0.07 -0.20
C 3.02519 -0.17409 0.32555 0.50 -0.03 0.59 -0.21
C 3.57110 -0.65263 -0.83933 0.37 -0.38 -0.43 -0.20
C 2.88589 -0.53778 -2.03362 0.01 0.17 0.13 -0.22
C 1.66812 0.09561 -2.02418 -0.12 -0.10 -0.64 -0.18
H -0.60902 3.22567 -0.27494 0.03 0.16 -0.16 0.21
H -0.11779 2.18343 1.01938 0.18 -0.20 0.06 0.16
H -1.81834 -2.86794 2.46300 -0.35 1.64 0.68 0.51
H 1.38474 0.84449 1.24278 -0.04 -0.02 0.23 0.22
H 3.59448 -0.28792 1.23376 -0.04 0.00 0.26 0.20
H 4.53612 -1.13351 -0.84183 0.18 -0.08 0.16 0.20
H 3.30354 -0.90316 -2.95546 0.09 -0.14 -0.16 0.21
H 1.11028 0.20668 -2.93709 -0.19 0.06 -0.15 0.23
I -1.75552 -2.12570 0.44235 3.58 -3.00 -7.46 -0.47
```
Positions in Å, forces in eV/Å.



ORCA calculation (wB97M-V/def2-TZVPD) on a 3-piece molecular cluster, C2H9NS overall.

As for the frontier orbital gap: 0.3654 Ha. The HOMO energy is -8.9702 eV. Its relative energy (zero: lowest compared OMol25 entry of this formula, charge and spin) is 143.95 kJ/mol. The calculation puts the LUMO energy at 0.0357 hartree.

Geometry as XYZ:
```
13
Properties=species:S:1:pos:R:3:forces:R:3:nbo_charge:R:1
H -4.18490 -2.26409 1.56881 -0.12 0.01 0.09 0.01
H -3.59051 -2.25123 1.13257 0.12 -0.01 -0.09 -0.01
C 0.50420 -0.19976 1.03135 0.19 -0.09 -0.03 -0.48
C -0.66309 -0.20115 0.13517 -0.52 0.24 -0.17 -0.50
S 0.63597 -1.32179 -0.39191 0.25 -0.05 -0.10 0.09
H 1.12782 0.68385 1.00797 0.15 -0.08 -0.02 0.23
H 0.47915 -0.72450 1.97404 -0.21 0.10 0.10 0.23
H -0.82557 0.67619 -0.48384 0.16 -0.07 0.01 0.22
H -1.58858 -0.66921 0.43047 -0.02 -0.13 0.22 0.22
N 2.23873 1.66286 -1.44692 0.02 0.26 0.01 -1.08
H 2.18049 0.65316 -1.37342 -0.18 0.04 -0.01 0.37
H 2.33458 1.89259 -2.42787 0.09 -0.04 -0.04 0.36
H 1.35171 2.06309 -1.15642 0.07 -0.17 0.02 0.35
```
Positions in Å, forces in eV/Å.



ORCA calculation (wB97M-V/def2-TZVPD) on a 2-piece molecular cluster, C4H6OSi2 overall in a non-equilibrium geometry.

As for the frontier orbital gap: 0.3592 Ha. The HOMO energy is -10.6186 eV. The calculation puts the LUMO energy at -0.0310 hartree.

Geometry as XYZ:
```
13
Properties=species:S:1:pos:R:3:forces:R:3:nbo_charge:R:1
C -2.36370 -2.11215 -1.28018 0.57 4.53 1.97 -0.07
C -2.21688 -0.99525 -0.82081 -0.36 -1.41 0.35 -0.60
Si -2.23633 0.67500 -0.12054 -0.64 -0.30 -1.44 1.80
O -3.17906 1.26123 0.89327 -0.09 0.03 0.94 -1.11
H -2.31850 -2.96055 -1.78610 -0.12 -3.40 -1.77 0.21
H -1.65208 1.46423 -1.17831 0.69 0.54 -0.04 -0.23
C 1.89746 -0.39881 2.35849 -0.14 0.97 -0.54 -0.18
C 1.96923 0.31220 1.38059 0.93 -1.04 -0.12 -0.47
Si 2.05556 0.83902 -0.39532 0.20 -0.06 1.61 0.87
H 1.77062 -0.88839 3.28021 0.00 -0.37 0.47 0.23
H 2.05487 2.26212 -0.19404 -0.85 0.90 -0.50 -0.15
H 1.08557 -0.12698 -0.81150 -1.26 0.10 -0.87 -0.15
H 3.13324 0.66832 -1.32575 1.07 -0.49 -0.08 -0.16
```
Positions in Å, forces in eV/Å.



no.,molecular weight (g/mol)
1,366.0
2,121.2
3,115.2
4,501.0
5,79.2
6,126.3